[1]
Molecular formula: C4H10O2
Method: DFT, the ωB97M-V functional and the def2-TZVPD basis

Cartesian coordinates (Å):
C1 -2.0962 0.3839 0.3809
C2 -0.6325 0.0434 0.4719
O1 -0.5138 -1.3419 0.7387
C3 0.1557 0.3669 -0.7550
C4 1.7497 0.1883 -0.3978
O2 2.1765 -0.9052 0.4184
H1 -2.5745 0.1351 1.3289
H2 -2.2304 1.4511 0.1740
H3 -2.5689 -0.1984 -0.4174
H4 -0.1568 0.6305 1.2738
H5 0.4332 -1.4983 0.8970
H6 0.0397 1.4141 -1.1045
H7 -0.2232 -0.2469 -1.6127
H8 2.0619 1.0918 0.1410
H9 1.7698 0.0955 -1.4560
H10 2.6098 -1.6098 -0.0812

Atoms 1-3, force components in eV/Å:
-0.176 0.013 0.068
-0.323 0.379 0.215
0.090 -0.154 0.306

Calculated values
**HOMO energy**: -0.3539 Eh
**ΔE to the lowest compared entry with this formula, charge and spin**: 173.97 kJ/mol
**Orbital gap**: 10.4 eV
**Total charge**: 0
**SMILES string**: C[C@@H](O)CCO


[2]
Molecular formula: C16H15BrCo
Method: DFT, the ωB97M-V functional and the def2-TZVPD basis

Cartesian coordinates (Å):
C1 -1.1201 -0.7430 -1.8204
C2 -1.1930 -1.7573 -0.8286
C3 -1.9284 -1.2213 0.2799
H1 -0.7843 -2.7565 -0.8876
C4 -2.3065 0.1267 -0.0430
C5 -1.8055 0.4258 -1.3347
H2 -1.9916 1.3482 -1.8725
H3 -0.7154 -0.8802 -2.8131
H4 -2.1450 -1.7611 1.1902
H5 -2.9146 0.7876 0.5600
Co1 -0.1240 -0.0785 0.0971
Br1 0.8082 -1.7717 1.5642
C6 1.9543 1.1301 0.3813
C7 1.0839 1.9000 -0.4704
C8 0.9361 1.1682 -1.6863
H6 0.7097 2.8989 -0.2690
C9 1.6920 -0.0548 -1.5748
C10 2.3403 -0.0626 -0.3115
H7 2.9844 -0.8398 0.0755
H8 2.3199 1.4217 1.3518
H9 0.4394 1.5305 -2.5771
H10 1.7789 -0.8325 -2.3234
C11 -1.2419 1.4968 4.9411
C12 -2.1417 0.7613 4.1791
C13 -1.7796 0.3844 2.8536
C14 -0.5578 0.7517 2.3229
C15 0.3458 1.4909 3.0691
C16 -0.0068 1.8573 4.4073
H11 -1.5198 1.7895 5.9519
H12 -3.1351 0.4479 4.5199
H13 -2.5064 -0.2044 2.2772
H14 1.3213 1.7711 2.6700
H15 0.7285 2.4313 4.9718

Atoms 1-3, force components in eV/Å:
-1.674 -0.123 -0.116
-1.213 0.586 -0.303
-0.972 -0.045 -1.162

Calculated values
**HOMO energy (spin up / spin down)**: 0.0292 / 0.0239 Eh
**Orbital gap (spin up / spin down)**: 5.1 / 5.3 eV
**Total charge**: -2
**2S+1**: 4


Short version: max |F| = 0.062; 0.055 Eh/bohr, in the order given.